No. 1
# C17H23BCl2N4NiO4S

C17H23BCl2N4NiO4S as an isolated structure in a non-equilibrium geometry (wB97M-V/def2-TZVPD, the Open Molecules 2025 dataset).

```
53
C17H23BCl2N4NiO4S | the Open Molecules 2025 dataset | wB97M-V/def2-TZVPD
Ni 0.1707 -0.3896 0.1037
Cl -0.0582 -2.6146 0.3810
C -1.5770 -3.5098 0.0590
Cl -2.6320 -2.7320 -1.0982
H -2.0987 -3.5915 1.0027
H -1.2828 -4.4786 -0.3228
N -1.8983 -0.5707 7.1682
C -0.9250 -0.7243 6.1916
C 0.1342 0.1811 6.0949
C 1.0748 0.0580 5.0904
C 0.9707 -0.9745 4.1697
C -0.0672 -1.8920 4.2602
C -1.0106 -1.7675 5.2641
S 2.1432 -1.0945 2.8631
O 2.1031 -2.4479 2.3769
O 3.3871 -0.5623 3.3268
N 1.4494 -0.1742 1.7044
C 1.9096 1.0057 1.2455
N 1.1614 1.3808 0.1677
C 1.5596 2.4317 -0.5344
C 2.6481 3.1840 -0.1511
C 3.2640 2.8015 1.0352
N 2.9111 1.7382 1.7400
H -1.6675 -0.0005 7.9626
H -2.4599 -1.3764 7.3808
H 0.2140 0.9839 6.8193
H 1.9029 0.7523 5.0163
H -0.1076 -2.7134 3.5554
H -1.8213 -2.4842 5.3410
H 0.9709 2.6772 -1.4077
H 2.9725 4.0405 -0.7211
H 4.0825 3.3837 1.4491
C -0.8451 -1.4657 -4.4600
C -1.3286 -0.1443 -3.8701
C -2.6486 0.2536 -4.4953
O -1.5194 -0.3687 -2.4518
B -0.3662 0.0136 -1.8042
O 0.4716 0.7187 -2.6391
C -0.2279 0.9570 -3.8879
C -0.8007 2.3669 -3.8145
C 0.7583 0.8527 -5.0336
H -1.5783 -2.2382 -4.2256
H 0.1072 -1.7576 -4.0132
H -0.7299 -1.4039 -5.5437
H -3.3537 -0.5738 -4.4010
H -2.5138 0.4716 -5.5578
H -3.0798 1.1260 -4.0062
H -1.5208 2.4497 -2.9982
H -1.2873 2.6445 -4.7506
H 0.0142 3.0677 -3.6248
H 1.3176 -0.0800 -4.9900
H 1.4701 1.6774 -4.9747
H 0.2371 0.9125 -5.9920
```

Its frontier orbital gap (spin up / spin down) is 0.296 / 0.304 Eh. For the energy relative to the best compared isomer or geometry (same formula, charge and spin), the calculation gives 0.908 eV. The spin multiplicity is 1. The HOMO energy (spin up / spin down) is -7.91 / -7.91 eV. The calculation puts the total energy at -109753.8256 eV.

---

No. 2
# C17H23BF4N3O3Pd

C17H23BF4N3O3Pd as an isolated structure (wB97M-V/def2-TZVPD, the Open Molecules 2025 dataset).

```
52
C17H23BF4N3O3Pd | the Open Molecules 2025 dataset | wB97M-V/def2-TZVPD
Pd 0.4809 -0.7434 0.6309
C -2.1616 0.3247 2.2229
O -0.7223 0.3133 2.1600
C -0.1266 0.1568 3.4682
C 1.3770 0.2589 3.3289
O 1.8734 -0.5832 2.2708
C 2.3363 -1.9157 2.5819
C 1.1792 -2.8613 2.8053
O 0.2179 -2.6928 1.7311
C -1.0444 -3.3094 2.0525
H -2.4926 1.2090 2.7663
H -2.5310 -0.5722 2.7219
H -2.5334 0.3595 1.2016
H -0.4496 -0.7988 3.8872
H -0.4872 0.9567 4.1184
H 1.8651 0.0025 4.2701
H 1.6687 1.2697 3.0486
H 2.9792 -1.8867 3.4623
H 2.9359 -2.2062 1.7206
H 0.6735 -2.6670 3.7535
H 1.5330 -3.8939 2.8081
H -0.9158 -4.3891 2.1251
H -1.7475 -3.0728 1.2567
H -1.4256 -2.9256 3.0003
C 0.6080 5.4057 -2.9323
C -0.3296 4.6725 -3.7255
C -0.7402 3.4461 -3.3142
C -0.1944 2.9298 -2.0967
C 0.7266 3.6590 -1.2866
C 1.1284 4.8869 -1.7158
N -0.5345 1.6561 -1.6743
N -1.0900 0.8104 -2.3117
C -1.2892 -0.5359 -2.2272
C -1.9576 -1.0753 -3.3329
C -2.0627 -2.4574 -3.4425
C -1.4769 -3.2158 -2.4567
C -0.8493 -2.5803 -1.3565
N -0.7657 -1.2736 -1.2083
H 0.9323 6.3831 -3.2734
H -0.6957 5.1019 -4.6491
H -1.4458 2.8575 -3.8849
H 1.1035 3.2070 -0.3819
H 1.8379 5.4721 -1.1464
H -2.3502 -0.4114 -4.0919
H -2.5637 -2.9107 -4.2874
H -1.4874 -4.2976 -2.4949
H -0.4019 -3.1860 -0.5771
F 2.3346 -1.0936 -0.5841
B 2.3653 0.2347 -1.1567
F 3.5742 0.7091 -1.4247
F 1.4753 0.2319 -2.2448
F 1.6662 1.0410 -0.1147
```

Its net charge is +3. Its frontier orbital gap (spin up / spin down) is 0.251 / 0.196 Eh. For the energy relative to the best compared isomer or geometry (same formula, charge and spin), the calculation gives 0.463 eV. The spin multiplicity is 5. The HOMO energy (spin up / spin down) is -19.00 / -19.40 eV. The calculation puts the total energy at -43612.6086 eV.

---

No. 3
# C17H23Br24IN3O3P

C17H23Br24IN3O3P as an isolated structure in a non-equilibrium geometry (wB97M-V/def2-TZVPD, the Open Molecules 2025 dataset).

```
72
C17H23Br24IN3O3P | the Open Molecules 2025 dataset | wB97M-V/def2-TZVPD
C 3.1095 -0.3563 1.1166
C 2.5906 -1.7773 0.9638
C 3.3635 -2.6355 0.0041
N 1.5632 -2.2066 1.5972
C 0.2981 -1.5838 1.2577
C -0.1419 -1.7320 -0.2096
O 0.5076 -1.5678 -1.2024
N -1.5454 -2.0878 -0.2242
C -2.0176 -1.5294 1.0293
C -2.1666 -0.0095 1.1295
C -2.8373 0.7239 -0.0370
O -2.7900 1.9261 -0.0537
I -3.9076 -0.2296 -1.6343
P -3.6404 -2.1561 1.6978
O -4.8035 -1.2867 1.4404
C -0.9310 -2.0771 2.0403
N -0.8217 -3.5240 2.1681
H 2.3034 0.3668 1.1640
H 3.7636 -0.3263 1.9823
H 3.7116 -0.0982 0.2505
H 3.7269 -1.9701 -0.7785
H 4.2466 -3.0837 0.4577
H 2.7090 -3.3549 -0.4662
H 0.4059 -0.5544 1.6251
H -1.6665 -3.0910 -0.2182
H -1.2293 0.5074 1.3001
H -2.7851 0.2119 1.9960
H -3.7994 -3.4344 1.1069
H -3.3759 -2.3512 3.0718
H -1.0475 -1.6792 3.0460
H -1.6962 -4.0179 2.0337
H -0.1638 -3.9182 1.5079
C 4.8426 -3.5277 -3.7931
Br 5.0381 -1.8198 -2.9168
Br 6.3210 -3.8819 -4.9731
Br 4.5739 -4.9627 -2.5377
H 3.9542 -3.4710 -4.4062
C -5.9636 4.1098 0.4930
Br -5.4524 5.8416 1.1619
Br -6.7353 3.0217 1.8857
Br -7.1181 4.2463 -1.0444
H -5.0595 3.6132 0.1677
C 10.2008 -5.5960 -5.6806
Br 11.5280 -4.2745 -5.2356
Br 9.2400 -5.1246 -7.2824
Br 10.9618 -7.3598 -5.8029
H 9.4834 -5.6126 -4.8730
C -10.1585 7.1053 0.3653
Br -10.5136 8.8937 0.9864
Br -9.6495 5.9384 1.8066
Br -11.6378 6.3913 -0.6400
H -9.3153 7.1633 -0.3077
C 6.8647 1.8755 -3.9184
Br 5.9859 1.6309 -2.2209
Br 6.9809 3.7366 -4.3930
Br 8.5867 1.0174 -3.9521
H 6.2522 1.3916 -4.6650
C -4.3726 4.8916 4.7657
Br -2.5263 4.4364 5.0789
Br -5.5559 3.9069 5.9213
Br -4.6751 6.7896 4.8928
H -4.6048 4.6021 3.7496
C 3.4568 -6.2869 -7.5619
Br 5.0838 -6.2195 -8.5886
Br 3.6694 -7.3378 -5.9640
Br 2.7839 -4.5215 -7.1770
H 2.7144 -6.7800 -8.1713
C -3.3305 7.0242 9.0724
Br -3.1738 5.2071 9.6894
Br -3.4252 8.2722 10.5363
Br -1.9251 7.4764 7.8391
H -4.2628 7.0965 8.5308
```

Its frontier orbital gap is 0.301 Eh. The spin multiplicity is 1. The HOMO energy is -8.48 eV. The calculation puts the total energy at -1727018.8005 eV.

---

No. 4
# C17H23BrN5S2ScSi

C17H23BrN5S2ScSi as an isolated structure in a non-equilibrium geometry (wB97M-V/def2-TZVPD, the Open Molecules 2025 dataset).

```
50
C17H23BrN5S2ScSi | the Open Molecules 2025 dataset | wB97M-V/def2-TZVPD
Sc -0.9033 0.6880 0.4154
C 2.2779 -2.3656 -4.5498
Si 2.6678 -2.2955 -2.7395
C 3.8281 -0.8999 -2.3525
C 3.4044 -3.8991 -2.1534
C 0.9765 -2.1859 -1.8330
C 0.1592 -3.3108 -1.9375
C -1.1017 -3.3905 -1.3443
C -1.5301 -2.3191 -0.6151
N -0.7708 -1.2133 -0.4864
C 0.4400 -1.1234 -1.1007
S 1.1855 0.4736 -0.9044
H 3.1995 -2.5435 -5.1120
H 1.8411 -1.4309 -4.9111
H 1.5854 -3.1786 -4.7841
H 4.7768 -1.1071 -2.8562
H 4.0317 -0.8222 -1.2815
H 3.4649 0.0652 -2.7088
H 4.3555 -4.0666 -2.6682
H 2.7658 -4.7596 -2.3685
H 3.6058 -3.8850 -1.0788
H 0.5087 -4.1625 -2.5130
H -1.7238 -4.2687 -1.4454
H -2.4846 -2.3223 -0.1045
C -3.3830 0.0747 4.7062
C -2.4735 1.3124 4.6858
C -1.2044 1.0508 3.9379
N -1.0973 0.9235 2.6621
N 0.1837 0.6502 2.2262
C 1.0669 0.5695 3.1937
N 2.3566 0.3368 2.9892
S 0.3178 0.7982 4.7395
H -4.2744 0.2875 5.2938
H -2.8773 -0.7810 5.1564
H -3.6953 -0.1965 3.6972
H -2.2327 1.6170 5.7041
H -2.9812 2.1520 4.2106
H 2.6925 0.2347 2.0420
H 3.0157 0.2702 3.7460
Br -3.3348 1.1289 -1.0128
C -2.5120 2.8420 -0.8012
C -3.0029 3.9474 -1.4436
C -2.3410 5.1456 -1.1986
C -1.2480 5.1675 -0.3426
C -0.8351 3.9897 0.2412
N -1.4662 2.8254 0.0162
H -3.8577 3.8833 -2.1012
H -2.6826 6.0536 -1.6782
H -0.7169 6.0858 -0.1352
H 0.0229 3.9539 0.8990
```

Its net charge is +2. Its frontier orbital gap is 0.278 Eh. For the energy relative to the best compared isomer or geometry (same formula, charge and spin), the calculation gives 0.183 eV. The spin multiplicity is 1. The HOMO energy is -13.89 eV. The calculation puts the total energy at -145734.6915 eV.

---

No. 5
# C17H23CdN4O3

C17H23CdN4O3 as an isolated structure (wB97M-V/def2-TZVPD, the Open Molecules 2025 dataset).

```
48
C17H23CdN4O3 | the Open Molecules 2025 dataset | wB97M-V/def2-TZVPD
Cd 0.0464 -0.2006 0.7222
O 2.2776 0.5952 1.3837
C 3.0323 1.6492 0.8042
C 2.6433 3.0404 1.2874
C 1.1442 3.3662 1.2902
C 0.4518 3.2392 -0.0416
C 0.1280 4.3327 -0.8375
C -0.5787 4.1285 -2.0091
C -0.9488 2.8417 -2.3593
C -0.5805 1.7974 -1.5278
N 0.1148 1.9959 -0.4025
H 2.0638 0.7539 2.3175
H 2.8859 1.5503 -0.2724
H 4.0999 1.5117 1.0071
H 3.1950 3.7660 0.6790
H 2.9952 3.1621 2.3165
H 1.0223 4.3820 1.6695
H 0.6463 2.6817 1.9733
H 0.4112 5.3288 -0.5213
H -0.8499 4.9692 -2.6359
H -1.5136 2.6421 -3.2596
H -0.8369 0.7605 -1.7505
N -2.2058 0.5273 1.6050
N -2.0358 1.0323 2.9029
C -0.7881 0.8721 3.5691
O -0.7994 1.1324 4.7693
O 0.2155 0.5189 2.8602
H -2.8398 1.1069 1.0757
H -2.4994 -0.4444 1.5531
H -2.8006 0.8933 3.5457
C 1.6849 -2.8395 0.2233
C 0.6074 -3.4763 -0.6008
C 0.7579 -4.7881 -1.0271
C -0.1966 -5.4433 -1.7976
C -1.3431 -4.7259 -2.1454
C -1.5404 -3.4190 -1.7460
C -2.7836 -2.6762 -2.1361
C -0.5694 -2.7124 -0.9352
N -0.8315 -1.4533 -0.5911
H 2.5249 -3.5261 0.3569
H 1.3294 -2.5502 1.2225
H 2.0697 -1.9218 -0.2406
H 1.6644 -5.3202 -0.7446
H -0.0533 -6.4680 -2.1190
H -2.1098 -5.2046 -2.7517
H -3.3987 -3.2707 -2.8182
H -2.5297 -1.7229 -2.6097
H -3.3784 -2.4141 -1.2536
```

Its net charge is -1. Its frontier orbital gap is 0.173 Eh. For the energy relative to the best compared isomer or geometry (same formula, charge and spin), the calculation gives 0.255 eV. The spin multiplicity is 1. The HOMO energy is -2.18 eV. The calculation puts the total energy at -34670.3011 eV.

---

No. 6
# C17H23CeCl5NO2P2

C17H23CeCl5NO2P2 as an isolated structure in a non-equilibrium geometry (wB97M-V/def2-TZVPD, the Open Molecules 2025 dataset).

```
51
C17H23CeCl5NO2P2 | the Open Molecules 2025 dataset | wB97M-V/def2-TZVPD
Ce 0.3800 0.4811 -0.0925
P 1.1791 -2.2963 -0.0782
C -0.4593 -3.1685 -0.5854
C -1.7158 -2.3471 -0.7045
N -1.7361 -0.9999 -0.4799
C -2.9440 -0.3901 -0.3347
C -4.1380 -1.0879 -0.5220
C -4.1238 -2.4229 -0.8884
C -2.8894 -3.0437 -0.9970
C -2.9940 1.0270 0.2201
P -1.7669 2.2673 -0.3942
H -2.7836 -4.0864 -1.2872
H -5.0582 -0.5453 -0.3227
H -5.0474 -2.9694 -1.0807
H -3.9759 1.4361 -0.0403
H -2.9351 1.0279 1.3279
H -0.2929 -3.6987 -1.5119
H -0.6190 -3.9821 0.1156
H 0.2316 -1.5492 -5.5534
O 0.2300 -2.1753 -6.2855
H -0.6208 -2.6738 -6.2694
H 1.8219 -0.9031 -0.6966
O 1.1201 1.5196 -1.7067
H 1.2240 1.9624 -2.5799
C -2.3697 2.5669 -2.0889
H -3.3569 3.0431 -2.0533
H -1.6861 3.2725 -2.5769
H -2.4169 1.6466 -2.6890
C -2.2292 3.7646 0.4931
H -1.4305 4.4909 0.2903
H -3.1813 4.1421 0.1015
H -2.2775 3.5387 1.5681
C 1.5059 -3.2970 1.4517
H 1.5864 -4.3740 1.2360
H 2.4272 -2.9897 1.9522
H 0.6900 -3.2272 2.1770
C 2.2990 -3.2108 -1.2001
H 3.3010 -2.7776 -1.0827
H 2.3179 -4.2938 -0.9969
H 1.9402 -3.0471 -2.2239
Cl 2.9175 1.6185 1.3831
C 1.9085 0.9753 2.6843
C 0.7260 0.3524 2.3197
C -0.0673 -0.2564 3.2834
Cl -1.4186 -1.1812 2.7644
C 0.2754 -0.1527 4.6375
Cl -0.7469 -0.8423 5.8052
C 1.4666 0.5013 5.0290
Cl 1.8947 0.6010 6.6735
C 2.3049 1.0548 4.0330
Cl 3.7815 1.7900 4.4609
```

Its net charge is +2. Its frontier orbital gap (spin up / spin down) is 0.226 / 0.211 Eh. For the energy relative to the best compared isomer or geometry (same formula, charge and spin), the calculation gives 2.502 eV. The spin multiplicity is 2. The HOMO energy (spin up / spin down) is -14.17 / -14.18 eV. The calculation puts the total energy at -117689.6710 eV.

---

No. 7
# C17H23Cl3CrF6N3O5S4

C17H23Cl3CrF6N3O5S4 as an isolated structure in a non-equilibrium geometry (wB97M-V/def2-TZVPD, the Open Molecules 2025 dataset).

```
62
C17H23Cl3CrF6N3O5S4 | the Open Molecules 2025 dataset | wB97M-V/def2-TZVPD
Cr 0.1094 0.6898 -0.7074
F 3.3709 -0.3480 2.9140
C 3.7920 -0.1832 1.6439
F 3.4629 -1.3016 0.9914
F 5.1089 -0.0612 1.6581
S 2.9007 1.3352 0.9858
O 1.5215 0.8797 1.1002
O 3.3266 2.3514 1.8817
N 3.3576 1.5955 -0.4926
S 2.7812 0.6950 -1.6534
O 1.9556 -0.3824 -1.1243
O 2.3432 1.3514 -2.8305
C 4.3377 -0.1696 -2.2096
F 4.9595 -0.6963 -1.1478
F 4.0779 -1.1553 -3.0619
F 5.1604 0.6971 -2.7866
Cl -2.1885 3.1343 3.7312
C -1.5063 3.7649 2.2346
Cl 0.1713 3.2007 2.0123
H -1.5048 4.8472 2.2870
H -2.0941 3.3779 1.4092
C -1.5011 -2.5268 -3.8817
C -0.7459 -2.8550 -2.7654
C -0.3634 -1.8620 -1.8741
C -0.7163 -0.5237 -2.0738
C -1.4865 -0.2222 -3.1886
C -1.8761 -1.2077 -4.0879
H -1.7857 -3.2948 -4.5901
H -0.4449 -3.8830 -2.5964
H 0.2541 -2.1376 -1.0237
H -1.7970 0.7984 -3.3645
H -2.4733 -0.9403 -4.9506
C -0.2908 -3.2114 3.1502
C 0.3544 -2.4083 1.9852
N -0.5754 -1.3984 1.5102
C -1.8257 -2.0219 1.0856
C -2.5226 -2.6831 2.3022
N -1.5999 -2.5659 3.4735
C -1.3866 -1.1297 3.8270
C -0.8262 -0.4219 2.5751
H 0.3306 -3.2002 4.0444
H -0.4870 -4.2449 2.8671
H 0.6140 -3.0786 1.1654
H 1.2689 -1.9148 2.3123
H -1.6052 -2.7640 0.3205
H -2.4536 -1.2478 0.6494
H -2.7248 -3.7400 2.1308
H -3.4592 -2.1833 2.5464
H -2.0192 -3.0405 4.2697
H -0.7018 -1.0841 4.6732
H -2.3408 -0.6982 4.1265
H 0.1012 0.0990 2.8017
H -1.5311 0.3060 2.1895
C -0.8934 5.3813 -4.0518
O -0.1309 4.6493 -3.0976
C -0.7193 3.6404 -2.4509
S -2.2929 3.2196 -2.6664
S 0.4014 2.9404 -1.3223
H -0.2475 6.1841 -4.3971
H -1.7969 5.7838 -3.5948
H -1.1865 4.7376 -4.8812
Cl -1.9605 1.1280 0.0177
```

Its frontier orbital gap (spin up / spin down) is 0.233 / 0.231 Eh. For the energy relative to the best compared isomer or geometry (same formula, charge and spin), the calculation gives 1.207 eV. The spin multiplicity is 2. The HOMO energy (spin up / spin down) is -7.32 / -7.27 eV. The calculation puts the total energy at -158340.8914 eV.

---

No. 8
# C17H23F3FeN6OS4

C17H23F3FeN6OS4 as an isolated structure in a non-equilibrium geometry (wB97M-V/def2-TZVPD, the Open Molecules 2025 dataset).

```
55
C17H23F3FeN6OS4 | the Open Molecules 2025 dataset | wB97M-V/def2-TZVPD
Fe 0.2359 -0.1375 0.3751
O -4.2153 3.1082 1.6450
C -3.6027 2.0690 1.9252
S -2.7390 2.0615 3.5319
C -1.7749 0.6029 3.3124
C -1.9936 0.0488 2.0164
S -1.2015 -1.3239 1.4917
S -3.2867 0.5954 1.0027
S -0.6651 0.0752 4.4449
C -1.9261 3.3482 -2.0817
N -0.7995 3.6513 -1.2257
C -0.2027 4.9621 -1.3750
C -0.2674 2.6981 -0.3887
N -0.4001 1.3916 -0.5911
N 0.3080 3.1752 0.7594
C 0.6662 2.3093 1.8082
N 0.3897 2.6960 3.0565
N 1.2174 1.1668 1.5402
H -2.7264 4.0649 -1.9285
H -2.3868 2.3815 -1.9784
H -1.6945 3.4082 -3.2040
H -0.6281 5.3332 -2.2891
H 0.8955 4.8776 -1.4477
H -0.4919 5.5814 -0.4754
H -0.8905 1.2377 -1.4887
H 0.0915 4.1964 0.8622
H 0.2519 3.6521 3.3444
H 0.4552 1.9869 3.7955
H 1.7630 0.6748 2.2853
C -0.9638 -1.8434 -2.5887
N -1.0961 -2.4279 -1.1934
C -2.4025 -3.0024 -0.9544
C 0.1280 -3.1967 -0.8026
C 1.4363 -2.4941 -0.8488
C 2.5141 -3.1782 -1.3594
C 3.7540 -2.5785 -1.5415
C 3.9296 -1.2488 -1.1546
C 2.8653 -0.5965 -0.4723
C 1.6065 -1.1550 -0.3422
H -0.2786 -2.4284 -3.2712
H -0.5138 -0.8245 -2.6850
H -1.9710 -1.7717 -3.0263
H -2.5637 -3.7460 -1.7384
H -3.1406 -2.1817 -1.0970
H -2.5332 -3.5158 0.0240
H 0.2048 -4.1103 -1.4651
H -0.0281 -3.6488 0.1652
H 2.3546 -4.2389 -1.6114
H 4.4620 -3.1709 -2.0863
H 4.8736 -0.7176 -1.4422
H 2.9590 0.4384 -0.1011
F 2.0377 -5.7085 2.4788
C 2.1862 -4.3839 2.6626
F 3.1794 -3.9596 1.7971
F 2.6185 -4.2033 3.9311
```

Its net charge is -1. Its frontier orbital gap (spin up / spin down) is 0.171 / 0.153 Eh. For the energy relative to the best compared isomer or geometry (same formula, charge and spin), the calculation gives 1.363 eV. The spin multiplicity is 6. The HOMO energy (spin up / spin down) is -2.50 / -3.01 eV. The calculation puts the total energy at -114868.6871 eV.